Below is a cluster of 14 separate species, C39H102N4O14 in total in a non-equilibrium geometry, with properties calculated with ωB97M-V/def2-TZVPD.

The geometry in XYZ format:
```
159
C39H102N4O14, DFT ωB97M-V/def2-TZVPD
C -1.504 -17.504 3.710
O -0.393 -16.629 3.477
H -2.509 -17.112 3.557
H -1.264 -18.367 3.090
H -1.389 -17.969 4.690
H 0.424 -17.118 3.357
C 2.306 -10.071 1.815
O 3.418 -9.754 2.665
H 1.537 -10.425 2.502
H 1.864 -9.263 1.232
H 2.431 -10.891 1.108
H 3.481 -10.543 3.209
C 1.927 -13.688 3.907
O 2.713 -12.962 4.795
H 0.988 -13.170 3.712
H 2.515 -13.710 2.990
H 1.754 -14.713 4.234
H 2.082 -12.622 5.434
O -3.816 -12.023 -4.557
H -3.652 -11.422 -3.830
H -3.083 -11.881 -5.156
O -6.277 -12.573 -2.338
H -6.597 -12.206 -3.162
H -5.733 -13.315 -2.601
O -2.430 -10.046 -3.035
H -1.528 -9.987 -3.349
H -2.545 -9.269 -2.487
O -5.032 -9.825 -0.115
H -5.582 -10.556 -0.395
H -4.461 -9.653 -0.864
O 0.372 -9.492 -1.884
H 1.098 -8.868 -1.882
H -0.003 -9.427 -1.005
O -2.316 -9.233 1.246
H -2.280 -9.950 1.878
H -3.246 -9.018 1.179
O -6.998 -11.878 0.248
H -7.177 -12.767 0.553
H -6.873 -11.968 -0.696
C -3.174 -12.702 0.461
C -2.577 -14.114 0.086
C -2.580 -14.277 -1.504
C -1.605 -13.519 -2.369
C -0.192 -13.806 -1.839
C 0.036 -13.664 -0.369
N -1.148 -14.333 0.381
O -0.941 -14.438 1.782
C 1.278 -14.492 0.155
C 0.140 -12.170 -0.059
C -3.395 -15.197 0.679
H -4.251 -12.750 0.302
H -2.684 -11.896 -0.087
H -3.026 -12.391 1.495
H -2.401 -15.339 -1.672
H -3.598 -14.018 -1.795
H -1.878 -12.468 -2.279
H -1.714 -13.833 -3.408
H 0.308 -13.069 -2.467
H 0.001 -14.833 -2.148
H 1.339 -14.482 1.243
H 1.507 -15.451 -0.310
H 2.171 -13.992 -0.222
H 0.353 -11.971 0.991
H 0.975 -11.696 -0.577
H -0.744 -11.612 -0.369
H -3.031 -16.206 0.484
H -4.427 -15.133 0.332
H -3.429 -15.160 1.768
H -0.611 -15.336 1.857
C -9.899 -18.938 -0.790
C -8.296 -18.516 -0.877
C -7.505 -19.814 -0.968
C -6.061 -19.797 -1.443
C -5.998 -19.076 -2.702
C -6.623 -17.635 -2.631
N -8.015 -17.720 -2.133
O -8.658 -16.493 -2.123
C -5.666 -16.728 -1.841
C -6.509 -17.165 -4.114
C -7.957 -17.744 0.479
H -10.148 -19.898 -0.337
H -10.227 -19.099 -1.817
H -10.486 -18.148 -0.321
H -7.631 -20.278 0.011
H -7.961 -20.566 -1.613
H -5.621 -20.785 -1.579
H -5.444 -19.431 -0.624
H -6.555 -19.755 -3.349
H -4.952 -19.030 -3.006
H -4.758 -16.460 -2.381
H -6.208 -15.817 -1.585
H -5.368 -17.206 -0.908
H -5.463 -17.235 -4.413
H -7.084 -17.853 -4.734
H -6.714 -16.116 -4.326
H -8.398 -16.754 0.364
H -6.873 -17.635 0.521
H -8.278 -18.223 1.403
H -7.974 -16.005 -1.657
C -6.414 -13.862 6.482
C -4.889 -13.593 6.464
C -4.263 -14.737 5.638
C -2.694 -14.555 5.454
C -2.460 -13.226 4.675
C -3.037 -12.028 5.398
N -4.500 -12.364 5.715
O -5.145 -11.301 6.270
C -2.180 -11.546 6.622
C -3.172 -10.908 4.321
C -4.354 -13.629 7.879
H -6.921 -13.035 6.979
H -6.923 -13.989 5.527
H -6.523 -14.748 7.108
H -4.419 -15.623 6.252
H -4.785 -14.954 4.706
H -2.081 -14.621 6.352
H -2.477 -15.360 4.752
H -2.864 -13.152 3.665
H -1.382 -13.249 4.519
H -2.703 -10.818 7.242
H -1.310 -10.942 6.367
H -1.932 -12.284 7.385
H -3.901 -10.869 3.511
H -2.192 -10.773 3.863
H -3.432 -9.967 4.807
H -3.277 -13.561 8.028
H -4.698 -12.696 8.327
H -4.638 -14.535 8.413
H -5.687 -10.972 5.549
C -2.602 -16.250 -9.607
C -1.879 -15.297 -8.554
C -2.918 -14.476 -7.758
C -3.631 -15.279 -6.598
C -2.530 -15.961 -5.710
C -1.546 -16.857 -6.440
N -1.035 -16.214 -7.740
O -0.153 -16.996 -8.400
C -0.311 -17.035 -5.559
C -2.216 -18.271 -6.899
C -1.026 -14.445 -9.415
H -2.092 -17.202 -9.757
H -2.792 -15.757 -10.560
H -3.506 -16.494 -9.049
H -2.526 -13.589 -7.260
H -3.735 -14.155 -8.405
H -4.267 -16.036 -7.055
H -4.246 -14.572 -6.041
H -3.119 -16.602 -5.052
H -2.065 -15.218 -5.063
H 0.323 -16.148 -5.536
H -0.519 -17.067 -4.490
H 0.235 -17.932 -5.849
H -1.780 -18.775 -7.762
H -2.195 -19.071 -6.159
H -3.220 -18.133 -7.300
H -0.454 -15.020 -10.143
H -0.367 -13.861 -8.773
H -1.577 -13.719 -10.013
H 0.642 -16.502 -8.187
```

Computed properties:
**DFT total energy**: -76713.3783 eV
**LUMO level**: 0.096 eV
**Strongest force on any atom**: 0.10749 hartree/bohr
**2S+1**: 1
**HOMO-LUMO gap**: 7.95 eV
**Charge**: 0